Entry 1:
# C5H5NO

A single C5H5NO molecule (ωB97M-V/def2-TZVPD, OMol25).

```
12
Properties=species:S:1:pos:R:3:forces:R:3
O 0.48608 0.91133 1.70577 0.122 -0.286 -0.448
N -1.72643 0.48010 0.19502 -0.389 0.055 0.081
C 1.98011 -0.20492 0.27930 0.552 -0.196 -0.194
C -0.43867 0.03118 -0.32049 -0.002 -0.109 -0.089
C 3.03937 -0.62046 -0.11637 -0.464 0.183 0.160
C -2.93030 0.08876 -0.15356 0.578 -0.048 -0.071
C 0.67195 0.29930 0.67664 -0.121 0.229 0.285
H -0.48198 -1.04012 -0.54501 0.040 0.144 0.031
H -0.18116 0.54876 -1.25536 -0.026 -0.056 0.145
H -1.63528 1.17079 0.93618 -0.030 -0.085 -0.097
H -2.76966 -0.68460 -0.94271 -0.099 0.116 0.113
H 3.98598 -0.98012 -0.45943 -0.162 0.054 0.083
```
Forces are in eV/Å.

Computed properties:
Lowest unoccupied orbital energy ... -0.3 eV
Strongest force on any atom ... 0.6 eV/A
Calculated total energy ... -323.35724 hartree
Relative energy (zero: lowest compared OMol25 entry of this formula, charge and spin) ... 426.5 kJ/mol


Entry 2:
# C46H73GaO29P

A molecular structure, C46H73GaO29P in a non-equilibrium geometry (ωB97M-V/def2-TZVPD, OMol25).

```
150
Properties=species:S:1:pos:R:3:forces:R:3
Ga -3.83321 -3.03471 6.45144 0.306 0.069 -0.401
P -1.61025 -2.57882 7.18654 1.090 -0.619 -0.059
O 9.39558 -2.60721 -1.30754 0.481 -0.159 -1.181
O 8.84715 2.67150 -1.78993 1.030 -0.686 0.073
O -1.29315 2.99554 4.91323 -0.025 0.690 0.367
O 4.09689 -1.88923 -6.86087 -0.194 0.600 0.072
O -2.06360 -3.88880 3.96275 -2.822 3.806 -1.471
O -6.25806 -0.70129 -3.06834 0.827 0.481 -0.229
O -0.84452 5.02334 5.78323 -0.245 -0.589 0.127
O 3.07075 -3.19300 2.39400 0.615 0.905 -0.959
O 2.94498 0.06261 -6.72880 1.009 -0.661 0.082
O -2.23549 4.16786 -2.05285 0.543 0.420 -0.045
O 4.43629 -2.00450 1.02311 -0.962 -0.171 0.252
O -1.54052 5.93353 -3.26248 0.258 -0.498 0.546
O -1.25965 0.10018 -0.71992 -0.418 -0.842 0.293
O -5.35103 1.06796 -2.01937 0.319 -0.483 -0.987
O -7.95153 2.94289 -5.98818 -0.298 -0.508 0.615
O 10.00136 0.72190 -1.92171 -0.170 0.590 0.073
O -0.19658 5.07746 -1.64593 -1.039 -0.035 -0.613
O 11.07447 2.61769 -1.35822 -0.774 -0.313 -0.165
O 5.17244 0.00509 -6.29505 -0.839 -0.347 -0.185
O -7.83573 0.75436 -5.48130 -0.378 0.617 0.289
O 8.52646 -2.59534 -3.38299 0.775 -0.185 0.082
O 2.18443 -1.72206 0.94345 0.961 -0.097 -0.012
O -1.69410 -1.92198 -1.60423 -0.177 0.242 0.682
O -4.35181 0.22928 -3.87748 -0.694 0.053 0.543
O -9.14207 2.12893 -4.23467 0.788 -0.179 -0.809
O -2.47087 -1.40790 0.46695 0.567 0.283 -1.031
O -4.97412 -2.15256 7.67378 -0.161 -0.440 0.746
O 10.70949 -3.14579 -3.07952 -0.948 0.377 0.326
O -2.06733 3.53215 6.97937 0.649 0.463 -1.060
C -5.14007 -5.74333 7.29436 0.029 -1.057 -1.317
C 11.96695 1.53639 -1.10769 1.155 -0.001 -0.014
C 13.38810 1.91160 -1.46866 0.088 0.476 0.106
C -1.05656 -0.96545 6.30568 -0.632 0.589 0.905
C 1.69546 -3.03283 2.74082 -1.033 -0.927 0.705
C -4.10619 -5.06165 6.26246 0.424 -1.151 0.355
C 3.97322 -0.54964 -6.63628 -1.063 0.786 -0.062
C 8.11622 -1.98209 -1.22881 -0.981 0.209 1.218
C 7.39959 -2.37032 0.04584 0.299 0.012 0.200
C -2.78410 -2.89560 3.58057 0.991 -1.968 1.384
C 7.48455 -0.70455 -6.40547 0.094 0.448 0.120
C 5.49057 -2.16651 -6.90389 0.127 -0.725 -0.014
C -7.12657 -4.27334 6.19209 -1.668 3.381 -3.008
C -3.94635 -2.23701 4.51247 0.545 -0.566 -1.083
C -0.34756 1.27447 -2.62972 0.014 0.415 0.301
C -1.86451 -1.10637 -0.52569 -0.561 -0.128 0.912
C 3.33255 -2.28026 1.41784 0.616 -0.042 0.024
C -1.61520 -2.32584 9.08819 -0.670 0.821 0.623
C -6.52305 -4.94383 7.52073 -0.639 -0.552 -0.262
C -2.07305 0.27854 6.51543 0.536 0.487 -0.607
C -7.21420 0.92730 -6.74791 0.475 -0.647 -0.222
C -7.61769 -3.56752 5.21550 1.159 -3.042 4.485
C -5.23936 0.20071 -3.06490 0.493 -0.063 -0.398
C -0.44646 -0.03621 -1.88102 0.510 0.849 -0.781
C -3.35469 4.64210 -2.78971 -0.605 -0.540 -0.011
C 6.06168 -1.07822 -6.04487 1.302 0.056 -0.050
C -6.88085 2.38941 -6.74676 0.457 0.345 -1.051
C -1.45959 3.82074 5.98718 -0.821 -0.477 1.249
C 1.10948 -2.49143 1.47208 -0.834 0.205 -0.016
C -6.82373 3.00064 -8.13029 -0.133 0.477 0.021
C 7.44244 -2.47892 -2.47096 -0.718 0.157 -0.208
C 9.64411 -2.81315 -2.63243 0.952 -0.278 -0.116
C -3.56894 6.54119 -4.43599 0.293 0.370 -0.174
C 9.87596 2.06115 -1.69786 -1.130 0.860 -0.077
C -6.92878 -0.56088 -1.82136 -0.670 -0.436 0.178
C 1.08709 -4.34699 3.17600 0.310 -0.246 0.227
C 11.39601 0.44654 -1.96564 0.253 -0.819 -0.013
C 0.07841 6.17605 3.86522 0.033 0.377 0.301
C -0.03186 4.87135 4.62467 0.383 0.834 -0.667
C -8.38090 1.95734 -5.14785 -0.767 0.135 0.860
C -0.75210 3.79421 3.86903 0.190 -0.456 -0.571
C -1.22640 5.05988 -2.26204 1.136 0.011 0.705
C -6.64783 0.86757 -1.46384 -0.613 0.313 1.209
C -2.70698 5.42001 -3.89644 -0.768 0.573 -0.637
C -6.64685 1.13205 0.02656 0.382 0.329 0.100
C -1.15939 -1.11177 -2.64420 0.145 -0.317 -0.721
H -1.69069 1.12763 5.82400 -0.882 -1.406 1.469
H -6.32512 0.29864 -6.83114 -0.161 -0.006 0.205
H -0.93270 -1.24931 5.18280 -0.196 0.558 1.953
H 0.64976 6.90449 4.44752 0.016 -0.094 -0.105
H -7.59647 0.84060 0.48166 0.053 0.018 -0.123
H -1.98043 -3.31110 9.59178 0.737 1.635 -1.002
H 13.44008 2.34164 -2.47305 -0.111 -0.187 0.035
H 0.84564 -3.26733 0.74564 0.040 -0.071 0.157
H 1.63454 -2.30136 3.55411 -0.013 0.020 -0.118
H 0.15029 1.14498 -3.59408 0.004 -0.095 0.102
H -3.95299 3.80784 -3.16288 0.173 -0.045 0.186
H 1.29954 -5.14069 2.45293 -0.022 0.198 -0.125
H -7.34139 1.55002 -1.96792 0.007 -0.135 -0.081
H -3.06971 -5.55899 6.46036 -1.693 0.844 -0.437
H -1.98772 -0.73860 -3.25569 0.090 0.141 0.080
H -7.99694 -0.75870 -1.93216 0.176 -0.008 -0.192
H -6.43460 -4.19850 8.40064 -0.207 -0.803 -1.970
H -6.48083 2.19535 0.22096 -0.121 -0.099 -0.008
H -7.92749 0.64119 -7.52812 0.045 0.182 -0.022
H -5.94700 2.58632 -6.20835 -0.049 -0.139 0.025
H 5.99596 -1.33150 -4.98110 -0.073 -0.065 -0.098
H 0.23539 -1.86211 1.65341 0.171 0.036 -0.092
H 5.69937 -3.16223 -6.50687 -0.202 0.092 -0.052
H 0.00477 -4.25909 3.30067 0.061 0.083 0.072
H -0.56189 -2.05613 9.49619 -1.805 -0.441 -0.639
H 6.69548 -1.77658 -2.84672 0.183 -0.062 -0.052
H 14.05216 1.04528 -1.41781 -0.124 0.027 0.034
H -7.80467 2.97637 -8.61365 0.080 -0.176 0.096
H 8.14852 -1.57098 -6.35523 -0.122 0.032 0.081
H -3.74538 7.30559 -3.67379 -0.033 -0.214 0.044
H -1.57689 4.16829 3.25327 0.110 0.140 0.046
H 11.72739 0.49090 -3.00839 0.089 0.105 0.106
H -0.90747 6.61797 3.69415 0.033 -0.215 -0.043
H -3.92129 -1.08771 4.50272 -0.004 -1.700 -0.454
H -5.43866 -6.76926 6.82213 0.369 1.577 0.922
H -3.16133 0.05506 6.22104 1.720 0.042 0.427
H -1.33740 1.70951 -2.79547 0.024 -0.226 -0.021
H 7.40194 -3.45527 0.18653 -0.076 0.073 -0.182
H -0.48319 -1.69095 -3.27676 -0.125 -0.087 0.183
H 5.82333 -2.12139 -7.94625 0.104 0.118 0.106
H 0.57644 6.03410 2.90290 -0.027 -0.067 0.098
H -8.30003 -2.96751 4.50362 1.831 -1.491 1.556
H 6.36654 -2.01445 0.04436 0.206 -0.036 -0.002
H -7.30976 -5.73011 7.86146 1.173 1.353 -0.631
H 13.76228 2.67638 -0.78239 0.000 -0.149 -0.023
H -5.83412 0.59377 0.52297 -0.137 -0.105 -0.119
H -0.03382 -0.69092 6.76915 -1.427 -0.303 -0.997
H -2.38733 4.76319 -4.71328 -0.021 -0.061 0.109
H -3.97355 5.25617 -2.12691 0.047 0.097 -0.147
H -0.07905 3.20547 3.24210 -0.164 -0.083 0.148
H 0.21854 2.00272 -2.04204 0.003 -0.076 -0.111
H 7.85929 0.05943 -5.71861 0.003 -0.162 -0.010
H -2.38987 -1.49994 9.36446 1.435 -1.304 -0.143
H -6.10177 2.48023 -8.76431 -0.029 0.005 0.130
H 8.26691 -0.89805 -1.26176 -0.013 -0.117 -0.142
H 11.60622 -0.54881 -1.56806 -0.226 0.062 -0.090
H -3.06221 7.04043 -5.26664 -0.102 -0.102 0.028
H 7.53722 -0.27346 -7.40951 -0.139 -0.175 0.030
H 1.52131 -4.66788 4.12693 -0.151 0.111 -0.035
H -6.50425 -1.28136 -1.11446 0.032 0.181 0.049
H -6.53384 4.05317 -8.06617 0.058 -0.134 -0.033
H 7.91241 -1.94304 0.91208 -0.124 0.040 -0.093
H 0.96057 4.53797 4.94816 -0.075 -0.092 -0.044
H -2.58425 -2.50443 2.49190 -0.447 -0.405 1.827
H 0.54896 -0.36460 -1.56111 -0.074 -0.077 0.002
H -4.95227 -2.61930 4.08828 1.452 0.716 0.407
H -4.93395 -2.52582 8.58201 0.139 0.424 -1.079
H -4.60123 -6.03353 8.28597 -1.162 0.917 -1.506
H 11.90215 1.28337 -0.04356 -0.072 -0.063 -0.081
H -4.53131 6.16543 -4.79238 0.100 -0.049 0.043
H -2.11020 0.66136 7.61062 0.278 -0.741 -1.863
H -4.35571 -5.30056 5.14969 0.161 0.311 1.985
H 6.97855 -3.46394 -2.35349 0.045 0.069 0.158
```
Forces are in eV/Å.

Computed properties:
Charge ... -1
Lowest unoccupied orbital energy ... 1.3 eV
Strongest force on any atom ... 5.5 eV/A
Calculated total energy ... -6244.72999 hartree


Entry 3:
# C13H34BF4GeIrN2O2Si3

A molecular structure, C13H34BF4GeIrN2O2Si3 (ωB97M-V/def2-TZVPD, OMol25).

```
61
Properties=species:S:1:pos:R:3:forces:R:3
Ir 0.26028 1.59187 1.46998 0.008 0.042 -0.353
Ge -0.01924 -0.55941 0.05654 0.139 -0.724 -0.562
Si -1.63705 0.26340 -1.57794 -0.247 0.206 -0.050
Si -1.01750 -1.93275 2.01837 0.203 0.580 -0.006
Si 1.13693 -2.46132 -1.14200 0.072 0.197 0.339
F 0.86711 0.15052 3.83816 -0.070 -0.053 0.004
F 1.30740 2.38457 4.00228 0.049 0.031 -0.069
F -0.75270 1.71311 3.26118 -0.321 -0.014 0.134
F -0.16465 1.39458 5.49739 0.033 -0.078 0.047
O 1.69058 0.29597 -0.48601 0.038 0.170 -0.090
O -0.24230 4.55171 1.45590 -0.087 -0.034 -0.120
N 1.42786 1.53084 -0.05776 0.067 -0.448 -0.136
N 0.41453 3.49711 0.88576 -0.106 0.012 0.644
C 1.86403 2.59095 -0.64546 -0.117 0.365 0.153
C -2.22758 -2.60291 0.76588 -0.059 -0.168 0.171
C 1.26330 3.78624 -0.04130 0.230 -0.096 -0.168
C -0.82918 1.47479 -2.75588 0.103 -0.089 0.083
C 0.21645 -3.12020 2.71303 -0.093 -0.003 -0.042
C 2.77192 2.60479 -1.81797 0.035 -0.068 -0.090
C 0.29185 -4.11969 -1.18170 -0.065 0.033 -0.036
C 2.74755 -2.54002 -0.20072 -0.014 -0.066 -0.124
C -3.01114 1.11636 -0.63104 0.032 -0.009 0.022
C 1.55918 5.16928 -0.49301 -0.038 0.029 -0.060
C -2.36352 -1.16604 -2.54488 -0.011 -0.022 0.045
C 1.40758 -1.80789 -2.86572 0.011 -0.130 -0.054
C -2.03080 -1.04456 3.28171 -0.145 -0.268 -0.044
B 0.40448 1.38196 4.28474 -0.013 0.193 0.035
H 2.13905 -2.47228 -3.33799 -0.004 0.029 -0.035
H 3.38861 -3.28910 -0.67542 0.006 -0.005 0.012
H 0.83951 -2.61898 3.45315 0.037 0.002 0.001
H -1.47325 -0.54698 4.05894 0.145 0.123 0.136
H 1.81861 -0.80042 -2.87778 0.001 0.024 0.061
H -0.79903 4.16451 2.14793 0.061 0.009 0.085
H -3.70133 1.60732 -1.32173 0.007 -0.014 -0.023
H -1.59252 1.86929 -3.43089 -0.025 -0.041 -0.006
H -2.93718 -1.84666 0.42958 0.031 0.036 0.021
H -3.07184 -0.76059 -3.27309 -0.001 0.023 0.011
H 0.95815 -4.80736 -1.71180 0.020 0.025 -0.005
H -0.33733 -3.92167 3.21242 0.001 0.038 0.052
H 2.39062 3.27460 -2.58928 0.006 0.011 0.012
H -2.91694 -1.85328 -1.90361 0.011 0.010 -0.031
H -2.80438 -3.32928 1.35424 -0.043 -0.008 -0.085
H -2.61255 -1.84324 3.76174 -0.033 0.041 -0.011
H 2.86246 1.60343 -2.23146 -0.004 -0.007 0.024
H -2.74249 -0.35391 2.82964 0.053 0.052 -0.005
H 0.11660 -4.54180 -0.19198 -0.039 0.019 -0.004
H 0.86081 5.45986 -1.28237 -0.005 0.017 0.020
H 2.60229 -2.83670 0.83530 0.017 -0.025 0.088
H -1.81165 -3.12426 -0.08937 0.029 -0.001 -0.015
H -1.62296 -1.73914 -3.10022 0.034 -0.012 0.001
H 3.76764 2.94890 -1.53193 -0.007 0.011 0.009
H -0.39097 2.32365 -2.23118 0.035 0.042 0.025
H -3.59800 0.41554 -0.03365 0.023 -0.003 0.023
H -0.64774 -4.09345 -1.73575 -0.016 -0.032 0.030
H -0.05842 0.99854 -3.36433 0.029 0.029 0.017
H 2.56672 5.22228 -0.89946 0.003 0.002 0.009
H 0.84624 -3.58155 1.95788 0.060 -0.008 -0.047
H 1.45506 5.87735 0.32484 -0.007 -0.013 0.015
H -2.60859 1.87329 0.04503 -0.016 0.026 -0.011
H 0.50598 -1.83440 -3.47504 -0.015 0.019 -0.027
H 3.27350 -1.58678 -0.21190 -0.027 -0.005 -0.019
```
Forces are in eV/Å.

Computed properties:
Charge ... +1
Lowest unoccupied orbital energy (spin up / spin down) ... -4.1 / -5.3 eV
Strongest force on any atom ... 0.9 eV/A
Calculated total energy ... -4249.72459 hartree
Relative energy (zero: lowest compared OMol25 entry of this formula, charge and spin) ... 93.8 kJ/mol
2S+1 ... 2


Entry 4:
# C4H7Cl

A molecular structure, C4H7Cl in a non-equilibrium geometry (ωB97M-V/def2-TZVPD, OMol25).

```
12
Properties=species:S:1:pos:R:3:forces:R:3
Cl -2.34194 -0.09652 -0.32789 -1.163 -0.247 -1.450
C 0.25791 -0.98589 0.23078 -1.071 -1.608 1.299
C -0.88069 0.04820 0.59922 0.938 -2.210 -0.374
C 0.86183 -0.06744 -0.77161 0.960 -0.014 -0.477
C 0.12050 0.99851 0.02620 -2.001 4.661 -1.145
H 0.52973 1.58742 0.85594 0.931 -0.437 -0.408
H 1.99494 -0.11731 -0.81499 -1.468 0.409 -0.155
H -1.35253 0.06837 1.56413 1.086 0.317 0.878
H -0.46637 1.78310 -0.57125 1.165 -0.773 0.499
H 0.38275 -0.30637 -1.75227 0.613 0.803 0.558
H 0.89862 -0.93287 1.11542 -0.041 -0.872 0.027
H -0.00476 -1.97921 -0.15369 0.051 -0.029 0.747
```
Forces are in eV/Å.

Computed properties:
Lowest unoccupied orbital energy ... 1.0 eV
Strongest force on any atom ... 5.2 eV/A
Calculated total energy ... -616.74313 hartree
Relative energy (zero: lowest compared OMol25 entry of this formula, charge and spin) ... 90.3 kJ/mol